[1]
Molecular formula: C49H45CdN9OS
Method: DFT, ωB97M-V/def2-TZVPD

Positions of all 106 atoms, in Å:
Cd: 0.298 -0.614 -0.447
C: -1.070 -3.095 1.726
C: -2.093 -2.636 0.681
C: -3.413 -3.151 0.646
C: -4.370 -2.554 -0.161
C: -3.976 -1.551 -1.027
C: -2.601 -1.350 -1.205
N: -1.738 -1.715 -0.209
C: -2.115 -0.643 -2.396
C: -2.975 -0.669 -3.507
C: -2.736 0.144 -4.613
C: -1.578 0.884 -4.629
C: -0.827 1.012 -3.454
N: -1.035 0.152 -2.404
C: 0.181 1.965 -3.396
C: 1.031 2.242 -4.523
C: 1.601 3.476 -4.492
C: 1.700 4.151 -3.293
C: 0.924 3.757 -2.180
C: 0.811 4.605 -0.950
N: 0.163 2.699 -2.251
H: -0.484 -2.307 2.144
H: -1.740 -3.570 2.492
H: -0.472 -3.955 1.353
H: -3.624 -3.986 1.301
H: -5.427 -2.822 -0.043
H: -4.726 -1.001 -1.611
H: -3.732 -1.393 -3.472
H: -3.390 0.153 -5.485
H: -1.402 1.555 -5.452
H: 0.940 1.623 -5.400
H: 2.189 3.852 -5.359
H: 2.216 5.147 -3.265
H: -0.218 5.036 -0.814
H: 1.128 4.060 -0.035
H: 1.498 5.431 -1.030
C: 0.655 1.804 6.017
C: 1.114 3.083 5.368
C: 1.887 3.951 6.104
C: 2.211 5.208 5.637
C: 1.750 5.668 4.371
C: 1.016 4.753 3.593
C: 0.713 3.488 4.095
N: -0.065 2.616 3.273
C: 0.302 1.764 2.303
N: 1.675 1.644 2.100
C: 2.400 1.502 0.870
C: 1.990 0.678 -0.212
C: 2.753 0.804 -1.354
C: 3.923 1.583 -1.386
C: 4.411 2.153 -0.255
C: 3.735 2.019 0.952
C: 4.322 2.555 2.219
N: -0.532 1.030 1.598
C: -1.916 1.094 1.965
C: -2.401 0.186 2.886
C: -3.669 0.306 3.497
C: -4.472 1.419 3.138
C: -4.076 2.349 2.168
C: -2.793 2.227 1.592
C: -2.337 3.171 0.493
H: -0.409 1.850 6.375
H: 1.204 1.636 6.942
H: 0.768 0.981 5.298
H: 2.257 3.647 7.075
H: 2.899 5.843 6.182
H: 1.995 6.629 3.906
H: 0.768 5.035 2.550
H: -1.028 2.900 3.221
H: 2.252 2.115 2.806
H: 2.510 0.286 -2.288
H: 4.443 1.736 -2.336
H: 5.398 2.606 -0.244
H: 5.448 2.519 2.223
H: 4.003 2.049 3.133
H: 4.086 3.622 2.429
H: -1.779 -0.721 3.189
H: -4.025 -0.443 4.170
H: -5.495 1.548 3.449
H: -4.773 3.129 1.852
H: -2.678 2.882 -0.542
H: -1.265 3.052 0.237
H: -2.573 4.230 0.654
O: 5.971 -2.643 4.131
N: 4.839 -2.401 4.032
S: 1.286 -7.401 -2.436
C: 1.521 -5.701 -2.138
C: 1.113 -4.729 -3.039
C: 1.024 -3.391 -2.618
N: 1.407 -2.997 -1.377
C: 1.999 -3.919 -0.617
C: 2.012 -5.244 -0.925
C: -0.193 -7.446 -3.388
C: -0.295 -8.277 -4.484
C: -1.344 -8.007 -5.379
N: -2.294 -7.130 -5.154
C: -2.237 -6.455 -3.977
C: -1.280 -6.623 -3.001
H: 0.776 -5.002 -4.108
H: 0.672 -2.641 -3.292
H: 2.456 -3.594 0.300
H: 2.533 -5.959 -0.195
H: 0.344 -9.124 -4.595
H: -1.364 -8.428 -6.341
H: -3.149 -5.827 -3.906
H: -1.340 -6.176 -2.043

The energy above the lowest of the compared OMol25 structures with the same formula, charge and spin comes out at 4.038 eV. The orbital gap (spin up / spin down) is 2.347 / 2.354 eV. As for the energy: -3027.48332 hartree. Its net charge is +2. The calculation puts the LUMO energy (spin up / spin down) at -9.6 / -9.6 eV. As for the strongest force on any atom: 8.07 eV/A.

Atom charges from the Mulliken analysis, given in e for atoms 1 to 6:
1. Cd 1.353
2. C -1.613
3. C 0.750
4. C -0.848
5. C -0.757
6. C -1.013



[2]
Molecular formula: C49H45F15N4O2P2Ti
Method: DFT, ωB97M-V/def2-TZVPD

Positions of all 118 atoms, in Å:
Ti: 0.302 -0.682 0.533
C: 7.504 0.881 -0.533
C: 6.175 0.458 0.037
C: 6.006 0.213 1.387
C: 4.751 -0.080 1.892
C: 3.633 -0.149 1.074
N: 2.336 -0.373 1.703
C: 2.323 -1.084 2.968
C: 2.611 -0.400 4.143
C: 2.575 -1.035 5.371
C: 2.272 -2.385 5.458
C: 2.215 -3.099 6.783
C: 2.020 -3.075 4.278
C: 2.017 -2.453 3.034
C: 1.657 -3.227 1.756
O: 0.881 -2.494 0.908
C: 2.997 -3.706 1.084
F: 2.786 -4.640 0.152
F: 3.832 -4.220 2.000
F: 3.637 -2.697 0.497
C: 0.876 -4.562 2.063
F: 1.650 -5.530 2.574
F: -0.120 -4.366 2.943
F: 0.319 -5.047 0.953
C: 3.795 0.002 -0.313
C: 5.065 0.322 -0.784
C: 2.673 -0.222 -1.348
O: 1.409 -0.241 -0.796
C: 2.673 0.952 -2.399
F: 3.737 0.905 -3.221
F: 1.592 0.928 -3.166
F: 2.699 2.128 -1.768
C: 2.880 -1.584 -2.139
F: 2.122 -2.547 -1.622
F: 4.156 -1.971 -2.096
F: 2.537 -1.469 -3.431
H: 7.594 1.970 -0.514
H: 7.615 0.560 -1.569
H: 8.331 0.472 0.047
H: 6.854 0.253 2.061
H: 4.650 -0.271 2.948
H: 2.871 0.648 4.093
H: 2.792 -0.469 6.269
H: 2.331 -2.403 7.612
H: 3.004 -3.851 6.857
H: 1.261 -3.616 6.903
H: 1.836 -4.138 4.350
H: 5.230 0.439 -1.843
C: -3.494 2.011 -2.134
N: -2.439 1.216 -1.480
P: -1.232 0.624 -2.516
C: -0.931 1.991 -3.714
C: -0.294 3.114 -3.179
C: 0.008 4.208 -3.974
C: -0.302 4.188 -5.329
C: -0.931 3.078 -5.872
C: -1.249 1.987 -5.068
C: -2.064 -0.638 -3.560
C: -3.345 -1.121 -3.305
C: -3.870 -2.182 -4.038
C: -3.116 -2.779 -5.037
C: -1.828 -2.320 -5.290
C: -1.306 -1.270 -4.552
P: -1.885 1.403 0.269
C: -3.626 1.180 0.937
C: -4.574 0.389 0.289
C: -5.866 0.238 0.777
C: -6.252 0.903 1.930
C: -5.331 1.712 2.583
C: -4.036 1.842 2.099
C: -1.706 3.241 0.260
C: -2.785 4.092 0.029
C: -2.610 5.470 -0.027
C: -1.353 6.025 0.152
C: -0.274 5.190 0.415
C: -0.454 3.815 0.476
H: -3.768 1.551 -3.086
H: -3.160 3.028 -2.349
H: -4.394 2.068 -1.524
H: -0.035 3.133 -2.126
H: 0.492 5.073 -3.535
H: -0.050 5.032 -5.958
H: -1.184 3.058 -6.926
H: -1.763 1.141 -5.507
H: -3.947 -0.657 -2.533
H: -4.873 -2.535 -3.829
H: -3.526 -3.600 -5.611
H: -1.228 -2.788 -6.060
H: -0.287 -0.940 -4.738
H: -4.298 -0.122 -0.624
H: -6.571 -0.394 0.248
H: -7.259 0.795 2.313
H: -5.621 2.250 3.477
H: -3.329 2.464 2.626
H: -3.784 3.693 -0.080
H: -3.466 6.109 -0.209
H: -1.216 7.098 0.096
H: 0.712 5.606 0.581
H: 0.391 3.184 0.702
N: -0.927 -1.010 2.416
C: -2.039 -1.968 2.638
C: -2.840 -2.301 1.390
C: -2.039 -2.864 0.227
N: -1.284 -1.791 -0.469
H: -0.266 -1.116 3.183
H: -1.267 -0.034 2.514
H: -2.713 -1.558 3.392
H: -1.622 -2.883 3.038
H: -3.363 -1.412 1.056
H: -3.608 -3.027 1.669
H: -2.710 -3.341 -0.488
H: -1.321 -3.603 0.564
H: -1.938 -1.180 -0.959
H: -0.698 -2.210 -1.193
F: 1.099 1.312 2.785
C: 1.359 0.747 1.589
F: 1.928 1.742 0.857
F: -1.408 1.603 2.115

The energy above the lowest of the compared OMol25 structures with the same formula, charge and spin comes out at 0.327 eV. The orbital gap is 7.614 eV. As for the energy: -5294.09750 hartree. The calculation puts the LUMO energy at -0.1 eV. As for the strongest force on any atom: 1.69 eV/A.

Atom charges from the Mulliken analysis, given in e for atoms 1 to 6:
1. Ti 0.288
2. C -1.534
3. C 0.329
4. C -1.440
5. C -0.597
6. C 0.659



[3]
Molecular formula: C49H45FN4P2STi
Method: DFT, ωB97M-V/def2-TZVPD

Positions of all 103 atoms, in Å:
Ti: 0.149 0.705 0.069
C: -0.777 4.017 -2.806
C: -0.332 2.713 -2.214
N: 0.431 2.647 -1.167
N: 0.874 3.794 -0.615
C: 1.664 3.798 0.492
N: 2.031 4.981 0.988
S: 2.169 2.364 1.161
C: -0.731 1.423 -2.773
C: -1.481 1.296 -3.946
C: -1.850 0.038 -4.386
C: -1.400 -1.071 -3.683
C: -0.615 -0.864 -2.562
N: -0.321 0.342 -2.082
H: -1.388 4.566 -2.083
H: 0.081 4.634 -3.081
H: -1.378 3.876 -3.697
H: 0.581 4.681 -1.023
H: 1.739 5.865 0.603
H: 2.583 5.004 1.830
H: -1.777 2.158 -4.519
H: -2.472 -0.074 -5.259
H: -1.653 -2.070 -4.001
H: -0.208 -1.708 -2.015
C: 3.390 -1.310 1.970
C: 2.302 -0.677 2.835
P: 0.587 -0.759 2.138
C: 0.346 -2.537 1.803
C: 0.805 -3.501 2.696
C: 0.564 -4.840 2.454
C: -0.135 -5.235 1.324
C: -0.618 -4.279 0.446
C: -0.380 -2.936 0.686
C: -0.502 -0.576 3.599
C: -0.062 -0.165 4.854
C: -0.967 -0.056 5.896
C: -2.308 -0.337 5.691
C: -2.752 -0.731 4.437
C: -1.855 -0.845 3.393
C: 3.683 -0.528 0.686
P: 2.347 -0.841 -0.573
C: 3.112 -2.373 -1.239
C: 2.607 -3.640 -0.979
C: 3.276 -4.764 -1.438
C: 4.454 -4.627 -2.153
C: 4.967 -3.364 -2.406
C: 4.308 -2.241 -1.949
C: 2.694 0.251 -2.012
C: 2.301 -0.234 -3.263
C: 2.351 0.572 -4.382
C: 2.787 1.884 -4.275
C: 3.226 2.356 -3.051
C: 3.178 1.552 -1.922
H: 3.129 -2.348 1.735
H: 4.308 -1.336 2.561
H: 2.536 0.382 2.996
H: 2.287 -1.165 3.814
H: 1.339 -3.210 3.589
H: 0.920 -5.582 3.150
H: -0.302 -6.281 1.123
H: -1.167 -4.573 -0.435
H: -0.785 -2.182 0.020
H: 0.975 0.074 5.039
H: -0.626 0.252 6.874
H: -3.014 -0.248 6.503
H: -3.796 -0.951 4.275
H: -2.188 -1.142 2.405
H: 4.627 -0.883 0.259
H: 3.786 0.534 0.918
H: 1.687 -3.756 -0.426
H: 2.870 -5.743 -1.235
H: 4.975 -5.497 -2.515
H: 5.885 -3.255 -2.964
H: 4.716 -1.259 -2.157
H: 1.976 -1.262 -3.354
H: 2.047 0.176 -5.338
H: 2.822 2.520 -5.146
H: 3.627 3.356 -2.976
H: 3.563 1.931 -0.983
F: -2.607 5.199 3.339
C: -2.067 4.178 2.665
C: -2.480 3.940 1.365
C: -1.887 2.907 0.655
C: -0.877 2.114 1.206
C: -0.520 2.376 2.530
C: -1.104 3.391 3.269
H: -3.257 4.554 0.940
H: -2.237 2.713 -0.357
H: 0.251 1.788 3.019
H: -0.817 3.574 4.292
C: -1.663 -0.093 0.063
C: -2.842 -0.258 -0.199
C: -4.219 -0.329 -0.498
C: -4.776 0.761 -1.176
C: -6.128 0.788 -1.441
C: -6.928 -0.273 -1.046
C: -6.374 -1.367 -0.397
C: -5.022 -1.403 -0.117
H: -4.128 1.576 -1.469
H: -6.562 1.638 -1.943
H: -7.988 -0.239 -1.235
H: -7.010 -2.185 -0.099
H: -4.576 -2.239 0.404

The energy above the lowest of the compared OMol25 structures with the same formula, charge and spin comes out at 1.316 eV. The orbital gap is 6.261 eV. As for the energy: -4142.96361 hartree. Its net charge is +2. The calculation puts the LUMO energy at -6.5 eV. As for the strongest force on any atom: 1.69 eV/A.

Atom charges from the Mulliken analysis, given in e for atoms 1 to 6:
1. Ti -2.043
2. C -1.752
3. C 0.521
4. N 2.007
5. N -1.255
6. C 0.544



[4]
Molecular formula: C49H48Br3N7O14P2
Method: DFT, ωB97M-V/def2-TZVPD

Positions of all 123 atoms, in Å:
H: -3.563 -1.669 -3.366
N: -4.585 -1.510 -3.156
C: -5.156 -2.712 -2.771
N: -6.651 -2.685 -2.411
N: -4.371 -4.027 -2.648
C: -3.945 -4.054 -1.173
C: -2.789 -5.170 -0.839
C: -1.265 -4.736 -1.261
C: -0.439 -4.040 0.016
C: -0.608 -2.395 -0.231
C: 0.392 -1.658 -1.309
C: 0.186 -0.020 -1.581
C: -0.942 0.888 -0.813
P: -1.258 2.750 -1.093
O: 0.185 3.635 -1.497
O: -2.573 3.046 -2.195
C: -1.906 0.111 0.298
Br: -3.276 1.260 1.277
C: -1.769 -1.528 0.604
P: -2.864 -2.470 1.873
O: -4.473 -1.813 1.979
Br: -1.809 -2.145 3.905
C: 1.197 0.636 -2.710
O: 0.866 1.563 -3.613
C: 2.750 0.013 -2.716
C: 3.988 1.057 -2.992
O: 4.470 1.592 -1.710
C: 3.990 2.957 -1.450
C: 4.251 4.286 -2.373
C: 3.650 5.755 -1.925
C: 2.790 5.966 -0.510
C: 2.537 4.636 0.462
C: 3.128 3.182 -0.035
C: 2.937 -1.474 -2.469
C: 4.408 -2.193 -2.505
Br: 5.743 -1.481 -1.199
C: 4.959 -2.253 -4.075
C: 6.560 -2.586 -4.200
C: 1.610 -2.440 -2.147
O: 1.539 -3.722 -2.529
H: -6.904 -3.659 -2.088
H: -6.718 -2.110 -1.522
H: -3.506 -3.857 -3.207
H: -4.907 -4.377 -0.557
H: -3.663 -2.951 -0.903
H: -3.018 -6.194 -1.397
H: -2.769 -5.388 0.325
H: -1.363 -3.980 -2.172
H: -0.659 -5.699 -1.541
H: -0.845 -4.385 1.061
H: 0.688 -4.339 -0.120
H: 0.077 4.106 -2.399
H: -3.361 2.549 -1.778
H: -4.593 -1.246 2.815
H: 4.914 0.480 -3.477
H: 3.712 1.924 -3.763
H: 4.877 4.190 -3.358
H: 3.797 6.730 -2.585
H: 2.345 7.024 -0.191
H: 1.911 4.773 1.462
H: 2.945 2.233 0.665
H: 4.227 -3.335 -2.208
H: 4.682 -1.306 -4.704
H: 4.365 -3.161 -4.571
H: 7.269 -1.659 -3.983
H: 6.795 -2.893 -5.328
H: 6.927 -3.492 -3.547
O: 0.192 1.143 3.623
N: 1.353 1.025 3.204
O: 1.653 0.835 2.016
C: 2.445 1.110 4.181
C: 2.148 1.286 5.539
C: 3.190 1.342 6.467
C: 4.514 1.228 6.040
C: 4.807 1.063 4.685
C: 3.773 1.003 3.748
H: 1.122 1.377 5.888
H: 2.970 1.472 7.524
H: 5.323 1.267 6.767
H: 5.841 0.978 4.359
H: 4.018 0.871 2.696
O: -9.491 -2.341 3.130
N: -10.217 -1.483 2.605
O: -11.443 -1.407 2.768
C: -9.581 -0.493 1.728
C: -8.202 -0.564 1.486
C: -7.607 0.365 0.631
C: -8.381 1.358 0.029
C: -9.752 1.433 0.280
C: -10.360 0.507 1.131
H: -7.585 -1.332 1.948
H: -6.538 0.315 0.432
H: -7.913 2.078 -0.641
H: -10.349 2.212 -0.191
H: -11.430 0.577 1.313
O: 7.953 -2.038 2.203
N: 8.495 -3.051 2.669
O: 9.066 -3.098 3.768
C: 8.461 -4.277 1.863
C: 7.858 -4.260 0.598
C: 7.850 -5.423 -0.174
C: 8.435 -6.591 0.315
C: 9.026 -6.609 1.580
C: 9.042 -5.451 2.360
H: 7.398 -3.357 0.202
H: 7.391 -5.417 -1.161
H: 8.432 -7.494 -0.293
H: 9.477 -7.525 1.956
H: 9.509 -5.480 3.343
O: -7.151 6.813 -0.698
N: -6.437 7.505 0.043
O: -6.851 8.443 0.740
C: -5.003 7.196 0.094
C: -4.486 6.168 -0.707
C: -3.118 5.894 -0.673
C: -2.276 6.637 0.157
C: -2.795 7.653 0.961
C: -4.162 7.938 0.933
H: -5.129 5.580 -1.359
H: -2.706 5.103 -1.295
H: -1.209 6.424 0.176
H: -2.134 8.226 1.607
H: -4.551 8.735 1.564

As for the structure (SMILES): [H]/N=C(/N)NCCCCc1c2c(c(P(O)O)c(Br)c1P(O)Br)C(=O)C(COc1ccccc1)=C([C@H](Br)CC)C2=O.O=[N+]([O-])c1ccccc1.O=[N+]([O-])c1ccccc1.O=[N+]([O-])c1ccccc1.O=[N+]([O-])c1ccccc1. The energy above the lowest of the compared OMol25 structures with the same formula, charge and spin comes out at 24.097 eV. The orbital gap is 5.912 eV. As for the energy: -11736.14139 hartree. The calculation puts the LUMO energy at -2.3 eV. As for the strongest force on any atom: 8.19 eV/A.

Atom charges from the Mulliken analysis, given in e for atoms 1 to 6:
1. H 0.248
2. N -0.587
3. C 0.382
4. N -0.600
5. N -0.397
6. C -0.307